No. 1
115
Properties=species:S:1:pos:R:3 method="wB97M-V/def2-TZVPD" s_squared=8.8073 spin_multiplicity=6 homo_ev="-16.5 / -16.8" energy_ha=-3828.0555 total_charge=+4 fmax_ev_per_a=2.810 e_above_lowest_ev=3.1559 homo_lumo_gap_ev="7.606 / 4.985"
Ir -0.636 -1.491 -0.618
C 0.332 1.232 6.693
C 0.828 1.995 5.468
N 0.247 1.490 4.227
C 0.960 0.629 3.504
C 0.565 0.103 2.296
C 1.582 -0.782 1.591
O 2.749 -0.683 1.927
O 1.184 -1.564 0.667
C -0.683 0.479 1.727
O -1.100 0.147 0.575
C -1.488 1.359 2.560
C -2.787 1.714 2.170
C -3.559 2.543 2.938
F -4.780 2.851 2.475
C -3.092 3.110 4.152
C -1.811 2.726 4.547
C -1.006 1.862 3.795
N -3.833 3.979 4.926
C -5.276 4.100 4.851
C -5.852 4.259 6.260
N -5.274 5.468 6.903
C -3.795 5.356 6.961
C -3.251 5.154 5.545
H 0.770 1.672 7.585
H 0.647 0.194 6.650
H -0.752 1.257 6.780
H 1.911 1.884 5.394
H 0.616 3.062 5.556
H 1.933 0.346 3.888
H -3.183 1.338 1.239
H -1.446 3.092 5.491
H -5.724 3.210 4.413
H -5.563 4.964 4.235
H -5.601 3.391 6.874
H -6.938 4.351 6.207
H -5.663 5.599 7.846
H -5.534 6.300 6.354
H -3.538 4.505 7.595
H -3.371 6.260 7.402
H -2.167 5.081 5.586
H -3.492 6.040 4.939
C -3.214 -5.173 2.242
N -2.692 -5.251 0.906
C -2.488 -6.419 0.229
C -1.965 -6.113 -0.979
N -1.857 -4.740 -1.052
C -2.298 -4.227 0.127
S -2.439 -2.578 0.521
C -1.222 -4.095 -2.136
C -1.411 -4.650 -3.381
C -0.486 -4.350 -4.506
C 0.765 -3.877 -3.888
C 0.569 -2.785 -2.939
N -0.391 -3.055 -1.882
H -3.778 -6.079 2.454
H -3.868 -4.309 2.345
H -2.403 -5.101 2.970
H -2.720 -7.377 0.653
H -1.639 -6.761 -1.766
H -2.207 -5.361 -3.536
H -0.340 -5.243 -5.118
H 1.727 -4.072 -4.322
H 1.526 -2.547 -2.446
C 2.604 0.889 -1.297
N 2.142 0.034 -2.398
P 3.304 -1.094 -2.997
C 4.336 -1.557 -1.573
C 3.813 -2.419 -0.608
C 4.577 -2.785 0.484
C 5.880 -2.321 0.603
C 6.401 -1.464 -0.357
C 5.651 -1.094 -1.456
C 4.411 -0.170 -4.085
C 4.329 1.200 -4.330
C 5.356 1.807 -5.030
C 6.413 1.055 -5.529
C 6.478 -0.315 -5.304
C 5.462 -0.935 -4.607
P 0.446 -0.183 -2.411
C 0.088 -1.449 -3.699
C -1.419 -1.477 -3.808
C -1.971 -2.322 -4.668
C -1.053 -3.194 -5.469
C 0.098 -2.336 -5.931
C 0.644 -1.460 -5.095
C -0.146 1.421 -3.006
C 0.425 1.949 -4.163
C -0.042 3.147 -4.666
C -1.068 3.822 -4.020
C -1.634 3.297 -2.868
C -1.170 2.099 -2.353
H 3.482 1.453 -1.611
H 2.873 0.309 -0.411
H 1.807 1.591 -1.039
H 2.803 -2.794 -0.700
H 4.164 -3.445 1.229
H 6.494 -2.643 1.431
H 7.402 -1.071 -0.251
H 6.072 -0.421 -2.189
H 3.504 1.785 -3.951
H 5.331 2.874 -5.185
H 7.179 1.535 -6.119
H 7.306 -0.897 -5.682
H 5.480 -2.005 -4.448
H -2.004 -0.801 -3.193
H -3.034 -2.398 -4.824
H -1.570 -3.665 -6.304
H 0.433 -2.447 -6.948
H 1.442 -0.794 -5.382
H 1.218 1.416 -4.666
H 0.400 3.560 -5.560
H -1.414 4.765 -4.411
H -2.428 3.833 -2.372
H -1.593 1.689 -1.446

No. 2
116
Properties=species:S:1:pos:R:3 method="wB97M-V/def2-TZVPD" s_squared=6.0268 spin_multiplicity=5 homo_ev="-6.4 / -6.5" energy_ha=-8911.5947 total_charge=0 fmax_ev_per_a=12.615 e_above_lowest_ev=4.8167 homo_lumo_gap_ev="5.737 / 5.752"
Cr -0.345 -0.340 0.847
N -1.938 1.187 0.802
C -2.853 1.450 1.942
C -2.294 0.951 3.268
C -0.876 1.423 3.552
N 0.151 0.857 2.618
H -1.275 1.969 0.754
H -2.454 1.267 -0.065
H -3.803 0.953 1.749
H -3.046 2.524 2.009
H -2.328 -0.134 3.298
H -2.941 1.328 4.066
H -0.613 1.149 4.572
H -0.834 2.511 3.478
H 0.875 0.408 3.164
H 0.594 1.677 2.175
C 0.875 0.495 -2.723
C -0.040 -0.694 -3.007
As -1.109 -1.184 -1.419
C -1.398 -3.065 -1.932
C -2.662 -3.645 -1.945
C -2.830 -4.964 -2.341
C -1.736 -5.732 -2.716
C -0.470 -5.171 -2.686
C -0.306 -3.848 -2.299
C -2.891 -0.494 -1.832
C -3.884 -0.590 -0.856
C -5.189 -0.209 -1.132
C -5.516 0.294 -2.386
C -4.530 0.417 -3.352
C -3.227 0.019 -3.080
As -0.097 2.018 -1.942
C -0.664 2.892 -3.610
C 0.246 3.222 -4.612
C -0.184 3.814 -5.791
C -1.533 4.092 -5.979
C -2.444 3.793 -4.976
C -2.009 3.199 -3.797
C 1.452 3.125 -1.580
C 2.732 2.759 -1.614
C 3.773 3.632 -1.073
C 3.472 4.734 -0.387
C 2.061 5.252 -0.225
C 1.110 4.544 -1.214
H 1.426 0.801 -3.614
H 1.609 0.206 -1.969
H 0.554 -1.565 -3.272
H -0.703 -0.512 -3.849
H -3.526 -3.077 -1.641
H -3.825 -5.395 -2.349
H -1.869 -6.761 -3.029
H 0.397 -5.761 -2.962
H 0.696 -3.435 -2.291
H -3.646 -0.977 0.127
H -5.951 -0.316 -0.369
H -6.534 0.591 -2.607
H -4.770 0.822 -4.329
H -2.480 0.130 -3.853
H 1.304 3.031 -4.464
H 0.533 4.066 -6.563
H -1.870 4.550 -6.900
H -3.494 4.031 -5.106
H -2.716 2.981 -3.006
H 3.021 1.761 -1.928
H 4.809 3.323 -1.173
H 4.245 5.332 0.085
H 2.078 6.284 -0.557
H 1.105 5.122 -2.144
N 5.688 -1.810 -2.377
C 5.563 -1.019 -1.276
O 6.488 -0.393 -0.810
C 4.198 -0.971 -0.652
C 3.868 0.123 0.126
C 2.600 0.222 0.661
N 1.653 -0.707 0.477
C 2.010 -1.806 -0.196
C 3.244 -1.973 -0.782
H 6.570 -1.770 -2.861
H 4.884 -2.132 -2.886
H 4.598 0.909 0.278
H 2.322 1.109 1.214
H 1.263 -2.589 -0.230
H 3.464 -2.895 -1.307
F 1.276 8.189 3.510
C 1.267 6.929 3.065
C 1.642 6.630 1.776
F 2.015 7.677 1.010
C 1.645 5.340 1.250
F -0.211 4.624 -0.744
C 1.281 4.270 2.106
S 1.363 2.586 1.684
C 0.885 4.611 3.407
F 0.499 3.656 4.265
C 0.871 5.899 3.888
F 0.498 6.158 5.140
C 1.165 -7.010 5.557
C 0.566 -5.958 4.656
C -0.176 -6.305 3.535
C -0.772 -5.346 2.715
C -1.563 -5.801 1.514
C -0.623 -3.992 3.034
Te -1.693 -2.535 1.904
C 0.156 -3.619 4.140
C 0.378 -2.170 4.494
C 0.733 -4.606 4.932
H 1.020 -8.008 5.144
H 0.700 -6.981 6.545
H 2.237 -6.848 5.694
H -0.305 -7.356 3.291
H -1.448 -6.876 1.363
H -1.231 -5.282 0.614
H -2.625 -5.580 1.640
H 0.759 -1.628 3.627
H 1.092 -2.075 5.316
H -0.563 -1.698 4.792
H 1.329 -4.311 5.794